14
Properties=species:S:1:pos:R:3:lowdin_charge:R:1 method="wB97M-V/def2-TZVPD" e_homo_ev=-8.7910 spin_multiplicity=1 smiles="C=CN.CS" total_energy_ev=-15581.0602 lumo_energy_ev=0.959 relative_energy_kcal_mol=29.3 charge=0 orbital_gap_ev=9.75
C -0.803 0.766 1.147 -0.460
S -1.302 1.983 -0.164 0.593
H -1.498 0.915 1.972 0.015
H 0.214 1.011 1.425 0.015
H -0.887 -0.232 0.739 -0.003
C 0.862 -1.827 -0.387 -0.314
C 1.072 -0.933 -1.347 -0.033
N 1.627 -2.125 0.785 0.016
H 0.244 -2.690 -0.632 0.101
H 0.462 -0.958 -2.243 0.051
H 1.684 -0.063 -1.182 0.054
H -1.315 1.031 -1.104 -0.188
H 2.547 -1.684 0.662 0.084
H 1.843 -3.112 0.735 0.069